Record 1
Entry from the Open Molecules 2025 dataset: 12 unconnected molecules or ions with the total composition C28H81NO24 (the ωB97M-V functional and the def2-TZVPD basis).

Positions of all 134 atoms, in Å:
C (1.512, 4.929, 4.292)
C (0.545, 3.757, 4.355)
O (0.105, 3.271, 3.140)
O (2.074, 4.834, 5.593)
H (0.908, 5.787, 3.996)
H (2.319, 4.813, 3.569)
H (-0.332, 4.019, 4.947)
H (1.102, 2.858, 4.619)
H (-0.229, 2.378, 3.249)
H (2.895, 5.329, 5.646)
C (3.890, -0.447, 1.773)
C (4.163, -1.920, 1.135)
O (4.677, -1.900, -0.207)
O (4.997, 0.410, 1.769)
H (3.450, -0.544, 2.765)
H (3.117, 0.017, 1.160)
H (3.434, -2.699, 1.361)
H (4.999, -2.210, 1.771)
H (5.352, -1.219, -0.261)
H (4.769, 1.312, 1.535)
C (-0.301, -1.250, 0.019)
C (-1.762, -0.668, 0.385)
O (-1.916, 0.218, 1.440)
O (0.662, -0.202, -0.119)
H (-0.420, -1.889, -0.857)
H (0.005, -1.913, 0.829)
H (-2.491, -1.476, 0.454)
H (-2.030, -0.186, -0.555)
H (-1.069, 0.617, 1.652)
H (0.988, -0.052, -1.009)
C (-0.545, -0.470, 6.008)
C (-0.070, 0.010, 4.641)
O (-0.837, 0.769, 3.761)
O (0.462, -1.126, 6.790)
H (-1.155, -1.291, 5.632)
H (-0.989, 0.322, 6.611)
H (0.331, -0.835, 4.082)
H (0.840, 0.602, 4.741)
H (-1.470, 0.150, 3.388)
H (1.141, -0.464, 6.942)
C (-5.039, -0.427, 3.372)
C (-5.050, -1.773, 2.515)
O (-5.998, -2.646, 2.985)
O (-4.225, -0.609, 4.543)
H (-6.018, -0.158, 3.769)
H (-4.470, 0.333, 2.837)
H (-4.010, -2.086, 2.416)
H (-5.443, -1.575, 1.518)
H (-5.672, -3.296, 3.612)
H (-4.421, -1.428, 5.003)
C (-6.028, 2.483, -2.951)
C (-5.392, 1.794, -1.700)
O (-3.964, 1.549, -1.984)
O (-7.423, 2.584, -2.869)
H (-5.835, 2.001, -3.910)
H (-5.539, 3.442, -3.117)
H (-5.871, 0.902, -1.296)
H (-5.320, 2.524, -0.894)
H (-3.386, 2.272, -1.728)
H (-7.642, 2.915, -3.743)
C (2.795, 2.898, -0.267)
C (2.402, 4.042, -1.223)
O (3.035, 4.066, -2.527)
O (4.156, 2.688, 0.025)
H (2.254, 1.960, -0.397)
H (2.173, 3.139, 0.595)
H (2.476, 5.038, -0.785)
H (1.394, 3.770, -1.537)
H (2.981, 3.178, -2.888)
H (4.675, 2.255, -0.657)
C (1.105, -5.294, 2.045)
C (0.459, -5.685, 0.726)
O (-0.751, -4.844, 0.700)
O (2.403, -5.839, 2.011)
H (0.712, -5.669, 2.990)
H (1.014, -4.228, 2.251)
H (0.305, -6.754, 0.573)
H (1.021, -5.270, -0.111)
H (-1.480, -5.370, 0.363)
H (3.071, -5.443, 2.575)
C (-3.189, -0.854, -4.741)
C (-1.726, -0.404, -4.956)
O (-0.814, -1.401, -4.543)
O (-3.563, -1.218, -3.370)
H (-3.481, -1.696, -5.369)
H (-3.817, -0.048, -5.119)
H (-1.438, 0.403, -4.283)
H (-1.597, -0.307, -6.034)
H (-0.963, -1.642, -3.626)
H (-3.478, -0.416, -2.849)
C (-2.202, 3.676, 0.075)
C (-3.180, 3.579, 1.284)
O (-4.021, 4.726, 1.542)
O (-2.881, 4.170, -1.118)
H (-1.626, 2.770, -0.112)
H (-1.478, 4.407, 0.436)
H (-2.759, 3.368, 2.268)
H (-3.860, 2.744, 1.119)
H (-4.549, 4.799, 2.340)
H (-3.286, 4.970, -0.775)
C (-3.348, -5.872, -1.115)
C (-3.079, -4.581, -1.921)
O (-4.327, -3.895, -2.083)
O (-2.215, -6.534, -0.637)
H (-4.031, -6.451, -1.737)
H (-3.775, -5.576, -0.157)
H (-2.641, -4.928, -2.856)
H (-2.461, -3.910, -1.324)
H (-4.156, -3.160, -2.677)
H (-2.365, -7.444, -0.368)
C (7.566, 0.501, -1.362)
O (6.532, 1.485, -1.430)
C (6.475, 2.349, -2.514)
C (5.698, 1.555, -3.663)
N (4.303, 1.255, -3.169)
C (3.803, 0.316, -4.247)
C (2.255, 0.110, -4.016)
O (1.992, -0.374, -2.620)
C (2.315, -1.726, -2.419)
H (8.524, 1.020, -1.361)
H (7.546, -0.251, -2.151)
H (7.435, -0.097, -0.460)
H (7.386, 2.651, -3.030)
H (5.838, 3.179, -2.210)
H (6.308, 0.679, -3.882)
H (5.767, 2.244, -4.504)
H (4.421, 0.742, -2.307)
H (4.407, -0.587, -4.155)
H (3.963, 0.586, -5.291)
H (2.022, -0.576, -4.831)
H (1.739, 1.044, -4.241)
H (3.388, -1.897, -2.509)
H (1.951, -2.270, -3.290)
H (2.101, -2.298, -1.517)

Output
SMILES: COCCNCCOC.OCCO.OCCO.OCCO.OCCO.OCCO.OCCO.OCCO.OCCO.OCCO.OCCO.OCCO
spin multiplicity: 1
frontier orbital gap: 9.83 eV
E_HOMO: -9.42 eV
ΔE to the lowest compared entry with this formula, charge and spin: 150.2 kcal per mole

Löwdin atomic charge list, values in e, 99 entries: atom 1 (C): -0.227, atom 2 (C): -0.269, atom 3 (O): -0.089, atom 4 (O): -0.069, atom 5 (H): 0.117, atom 6 (H): 0.119, atom 7 (H): 0.131, atom 8 (H): 0.113, atom 9 (H): 0.027, atom 10 (H): 0.085, atom 11 (C): -0.224, atom 12 (C): -0.175, atom 13 (O): -0.078, atom 14 (O): -0.064, atom 15 (H): 0.105, atom 16 (H): 0.092, atom 17 (H): 0.103, atom 18 (H): 0.097, atom 19 (H): 0.055, atom 20 (H): 0.059, atom 21 (C): -0.185, atom 22 (C): -0.215, atom 23 (O): -0.070, atom 24 (O): -0.078, atom 25 (H): 0.105, atom 26 (H): 0.101, atom 27 (H): 0.108, atom 28 (H): 0.093, atom 29 (H): 0.073, atom 30 (H): 0.036, atom 31 (C): -0.217, atom 32 (C): -0.252, atom 33 (O): -0.079, atom 34 (O): -0.057, atom 35 (H): 0.119, atom 36 (H): 0.129, atom 37 (H): 0.127, atom 38 (H): 0.110, atom 39 (H): 0.075, atom 40 (H): 0.080, atom 41 (C): -0.182, atom 42 (C): -0.260, atom 43 (O): -0.048, atom 44 (O): -0.104, atom 45 (H): 0.114, atom 46 (H): 0.100, atom 47 (H): 0.112, atom 48 (H): 0.116, atom 49 (H): 0.091, atom 50 (H): 0.071, atom 51 (C): -0.255, atom 52 (C): -0.143, atom 53 (O): -0.113, atom 54 (O): -0.058, atom 55 (H): 0.109, atom 56 (H): 0.114, atom 57 (H): 0.121, atom 58 (H): 0.101, atom 59 (H): 0.037, atom 60 (H): 0.084, atom 61 (C): -0.236, atom 62 (C): -0.193, atom 63 (O): -0.099, atom 64 (O): -0.050, atom 65 (H): 0.095, atom 66 (H): 0.111, atom 67 (H): 0.120, atom 68 (H): 0.108, atom 69 (H): 0.036, atom 70 (H): 0.042, atom 71 (C): -0.264, atom 72 (C): -0.173, atom 73 (O): -0.120, atom 74 (O): -0.078, atom 75 (H): 0.115, atom 76 (H): 0.104, atom 77 (H): 0.120, atom 78 (H): 0.116, atom 79 (H): 0.005, atom 80 (H): 0.084, atom 81 (C): -0.190, atom 82 (C): -0.221, atom 83 (O): -0.088, atom 84 (O): -0.085, atom 85 (H): 0.119, atom 86 (H): 0.106, atom 87 (H): 0.120, atom 88 (H): 0.125, atom 89 (H): 0.070, atom 90 (H): 0.042, atom 91 (C): -0.179, atom 92 (C): -0.210, atom 93 (O): -0.086, atom 94 (O): -0.075, atom 95 (H): 0.115, atom 96 (H): 0.111, atom 97 (H): 0.111, atom 98 (H): 0.095, atom 99 (H): 0.086

Record 2
Entry from the Open Molecules 2025 dataset: 12 unconnected molecules or ions with the total composition C28H81NO24 (the ωB97M-V functional and the def2-TZVPD basis).

Positions of all 134 atoms, in Å:
C (-3.942, -2.863, 1.400)
C (-3.632, -1.342, 1.493)
O (-2.262, -1.101, 1.676)
O (-3.814, -3.491, 2.618)
H (-3.363, -3.313, 0.594)
H (-4.994, -2.991, 1.149)
H (-4.154, -0.873, 2.327)
H (-3.938, -0.815, 0.589)
H (-1.904, -1.697, 2.338)
H (-2.956, -3.462, 3.047)
C (-3.879, 1.151, -2.978)
C (-4.646, 1.200, -4.269)
O (-4.383, 2.404, -4.945)
O (-4.393, 1.847, -1.874)
H (-2.860, 1.527, -3.069)
H (-3.735, 0.098, -2.735)
H (-5.707, 0.994, -4.128)
H (-4.350, 0.314, -4.830)
H (-4.562, 2.330, -5.885)
H (-5.175, 1.344, -1.636)
C (-0.599, 1.024, -0.744)
C (0.726, 0.284, -0.308)
O (0.529, -0.263, 1.002)
O (-0.802, 2.185, 0.014)
H (-1.466, 0.365, -0.693)
H (-0.524, 1.317, -1.791)
H (1.556, 0.991, -0.295)
H (1.041, -0.443, -1.056)
H (-0.418, -0.240, 1.157)
H (-1.510, 2.703, -0.376)
C (-0.603, -3.547, -0.821)
C (0.736, -3.066, -1.189)
O (1.430, -2.858, 0.050)
O (-1.360, -4.035, -1.956)
H (-1.192, -2.776, -0.325)
H (-0.492, -4.396, -0.147)
H (0.780, -2.210, -1.864)
H (1.267, -3.839, -1.743)
H (1.222, -2.014, 0.456)
H (-1.899, -4.757, -1.624)
C (-0.930, 2.905, -4.833)
C (-1.076, 2.215, -6.238)
O (-0.185, 1.176, -6.285)
O (0.375, 3.496, -4.587)
H (-1.075, 2.170, -4.041)
H (-1.639, 3.712, -4.653)
H (-0.961, 2.890, -7.085)
H (-2.100, 1.852, -6.334)
H (0.681, 1.563, -6.432)
H (0.358, 4.446, -4.724)
C (1.369, 5.106, -0.327)
C (0.668, 5.110, 0.997)
O (1.376, 5.845, 1.925)
O (2.701, 4.611, -0.234)
H (1.448, 6.145, -0.648)
H (0.820, 4.615, -1.131)
H (0.654, 4.051, 1.255)
H (-0.349, 5.465, 0.831)
H (0.762, 6.174, 2.586)
H (3.016, 5.001, 0.584)
C (4.067, 1.746, -2.126)
C (2.724, 2.386, -2.604)
O (2.151, 1.570, -3.569)
O (5.098, 2.134, -2.931)
H (3.918, 0.666, -2.132)
H (4.150, 2.064, -1.086)
H (2.892, 3.401, -2.964)
H (2.066, 2.541, -1.749)
H (1.519, 2.141, -4.012)
H (5.110, 1.716, -3.795)
C (2.456, 1.846, 2.322)
C (3.110, 2.904, 3.211)
O (4.511, 2.538, 3.338)
O (2.037, 0.708, 3.012)
H (3.134, 1.612, 1.501)
H (1.527, 2.233, 1.903)
H (2.653, 3.021, 4.193)
H (3.166, 3.889, 2.747)
H (4.975, 3.369, 3.462)
H (1.334, 0.327, 2.480)
C (4.725, -1.434, 1.937)
C (4.803, -2.417, 0.778)
O (4.052, -2.046, -0.325)
O (3.452, -1.511, 2.608)
H (4.787, -0.426, 1.526)
H (5.528, -1.734, 2.610)
H (4.597, -3.416, 1.163)
H (5.848, -2.554, 0.498)
H (3.142, -2.252, -0.097)
H (3.165, -0.612, 2.784)
C (-3.153, 5.122, -1.534)
C (-3.152, 5.677, -2.896)
O (-4.096, 4.889, -3.702)
O (-2.505, 3.866, -1.463)
H (-4.095, 5.165, -0.987)
H (-2.551, 5.877, -1.029)
H (-2.146, 5.638, -3.314)
H (-3.384, 6.733, -2.762)
H (-3.923, 3.945, -3.691)
H (-3.166, 3.221, -1.724)
C (-0.293, -2.541, -5.022)
C (-0.856, -1.347, -4.192)
O (-1.794, -0.534, -4.808)
O (-0.932, -3.734, -4.749)
H (0.772, -2.614, -4.802)
H (-0.378, -2.301, -6.082)
H (-0.030, -0.670, -3.973)
H (-1.325, -1.659, -3.259)
H (-1.263, -0.010, -5.412)
H (-1.002, -3.832, -3.797)
C (-0.550, -4.648, 2.999)
O (-1.142, -3.449, 3.303)
C (-0.271, -2.469, 3.717)
C (0.471, -2.749, 5.009)
N (-0.531, -2.923, 6.109)
C (0.065, -3.147, 7.403)
C (0.832, -4.436, 7.643)
O (0.233, -5.652, 7.217)
C (1.082, -6.754, 7.207)
H (0.026, -4.683, 2.074)
H (-1.235, -5.445, 2.710)
H (0.073, -5.046, 3.800)
H (-0.675, -1.473, 3.897)
H (0.464, -2.282, 2.934)
H (0.954, -1.798, 5.237)
H (1.214, -3.530, 4.844)
H (-0.999, -3.805, 5.953)
H (-0.728, -2.979, 8.132)
H (0.737, -2.332, 7.674)
H (1.025, -4.427, 8.716)
H (1.799, -4.235, 7.183)
H (1.495, -7.017, 8.181)
H (1.909, -6.593, 6.516)
H (0.642, -7.665, 6.801)

Output
SMILES: COCCNCCOC.OCCO.OCCO.OCCO.OCCO.OCCO.OCCO.OCCO.OCCO.OCCO.OCCO.OCCO
spin multiplicity: 1
frontier orbital gap: 9.19 eV
E_HOMO: -9.04 eV
ΔE to the lowest compared entry with this formula, charge and spin: 52.5 kcal per mole

Löwdin atomic charge list, values in e, 99 entries: atom 1 (C): -0.248, atom 2 (C): -0.207, atom 3 (O): -0.080, atom 4 (O): -0.045, atom 5 (H): 0.105, atom 6 (H): 0.120, atom 7 (H): 0.122, atom 8 (H): 0.110, atom 9 (H): 0.041, atom 10 (H): 0.051, atom 11 (C): -0.250, atom 12 (C): -0.226, atom 13 (O): -0.050, atom 14 (O): -0.055, atom 15 (H): 0.099, atom 16 (H): 0.124, atom 17 (H): 0.124, atom 18 (H): 0.115, atom 19 (H): 0.105, atom 20 (H): 0.107, atom 21 (C): -0.208, atom 22 (C): -0.143, atom 23 (O): -0.089, atom 24 (O): -0.051, atom 25 (H): 0.112, atom 26 (H): 0.106, atom 27 (H): 0.104, atom 28 (H): 0.100, atom 29 (H): 0.066, atom 30 (H): 0.042, atom 31 (C): -0.209, atom 32 (C): -0.210, atom 33 (O): -0.069, atom 34 (O): -0.074, atom 35 (H): 0.111, atom 36 (H): 0.120, atom 37 (H): 0.105, atom 38 (H): 0.141, atom 39 (H): 0.045, atom 40 (H): 0.096, atom 41 (C): -0.157, atom 42 (C): -0.230, atom 43 (O): -0.050, atom 44 (O): -0.080, atom 45 (H): 0.095, atom 46 (H): 0.104, atom 47 (H): 0.126, atom 48 (H): 0.109, atom 49 (H): 0.115, atom 50 (H): 0.098, atom 51 (C): -0.241, atom 52 (C): -0.282, atom 53 (O): -0.039, atom 54 (O): -0.054, atom 55 (H): 0.115, atom 56 (H): 0.114, atom 57 (H): 0.095, atom 58 (H): 0.124, atom 59 (H): 0.100, atom 60 (H): 0.068, atom 61 (C): -0.258, atom 62 (C): -0.267, atom 63 (O): -0.068, atom 64 (O): -0.037, atom 65 (H): 0.117, atom 66 (H): 0.110, atom 67 (H): 0.121, atom 68 (H): 0.079, atom 69 (H): 0.024, atom 70 (H): 0.097, atom 71 (C): -0.232, atom 72 (C): -0.185, atom 73 (O): -0.077, atom 74 (O): -0.076, atom 75 (H): 0.119, atom 76 (H): 0.103, atom 77 (H): 0.121, atom 78 (H): 0.097, atom 79 (H): 0.072, atom 80 (H): 0.045, atom 81 (C): -0.212, atom 82 (C): -0.285, atom 83 (O): -0.054, atom 84 (O): -0.084, atom 85 (H): 0.118, atom 86 (H): 0.112, atom 87 (H): 0.118, atom 88 (H): 0.113, atom 89 (H): 0.027, atom 90 (H): 0.014, atom 91 (C): -0.252, atom 92 (C): -0.207, atom 93 (O): -0.073, atom 94 (O): -0.067, atom 95 (H): 0.137, atom 96 (H): 0.113, atom 97 (H): 0.109, atom 98 (H): 0.124, atom 99 (H): 0.021

Question: The lowest ΔE to the lowest compared entry with this formula, charge and spin belongs to which entry?
Answer: number 2